(1)
{"formula": "C22H29ClF7NO18Si", "method": "ωB97M-V/def2-TZVPD", "symbols": ["N", "C", "C", "C", "C", "Si", "F", "Cl", "H", "H", "H", "H", "H", "H", "H", "H", "H", "H", "H", "C", "C", "O", "C", "O", "O", "F", "H", "H", "H", "C", "C", "O", "C", "O", "O", "F", "H", "H", "H", "C", "C", "O", "C", "O", "O", "F", "H", "H", "H", "C", "C", "O", "C", "O", "O", "F", "H", "H", "H", "C", "C", "O", "C", "O", "O", "F", "H", "H", "H", "C", "C", "O", "C", "O", "O", "F", "H", "H", "H"], "xyz": [[2.17683, -0.02257, -3.35683], [3.35901, -0.78856, -3.77796], [3.72036, -1.91838, -2.78163], [2.93266, -1.87550, -1.47447], [3.29868, -0.67754, -0.57834], [4.27880, -1.06948, 0.92197], [3.32077, -1.86775, 1.93837], [5.86000, -2.27845, 0.52393], [1.96220, 0.65169, -4.08776], [2.42019, 0.55397, -2.55713], [4.23269, -0.14746, -3.95122], [3.11110, -1.23689, -4.74172], [3.53801, -2.88232, -3.26302], [4.78982, -1.89067, -2.55177], [1.86959, -1.82559, -1.71576], [3.08403, -2.82278, -0.94918], [3.86541, 0.08825, -1.12579], [2.39299, -0.18185, -0.20434], [4.77556, 0.11928, 1.63227], [2.32581, -0.47034, 4.68060], [1.34460, -1.20898, 5.57198], [1.26762, -0.36262, 6.70844], [1.62869, 0.89208, 6.33921], [1.43936, 1.86001, 7.00473], [2.17965, 0.88481, 5.11558], [1.79645, -2.42632, 5.94952], [3.34244, -0.80881, 4.89003], [2.10270, -0.54814, 3.62629], [0.34225, -1.31280, 5.15821], [4.97634, 4.51384, -2.59941], [5.43837, 3.06494, -2.55765], [4.28607, 2.36696, -2.98574], [3.48980, 3.21463, -3.69781], [2.54345, 2.86799, -4.32024], [3.94440, 4.47654, -3.58807], [5.76108, 2.65560, -1.30963], [4.54423, 4.78428, -1.63450], [5.73839, 5.22628, -2.89579], [6.26567, 2.82295, -3.22690], [-1.78575, 1.93158, 6.72841], [-1.82191, 1.46569, 5.27955], [-3.06736, 1.94118, 4.82698], [-3.44840, 2.99223, 5.61135], [-4.35693, 3.71055, 5.37047], [-2.62936, 3.08663, 6.67710], [-1.80739, 0.10554, 5.16772], [-2.24147, 1.17915, 7.37419], [-0.79233, 2.19336, 7.07873], [-1.03158, 1.86434, 4.64095], [-1.76084, 0.77796, -3.07060], [-1.15540, -0.59649, -3.30572], [-2.19653, -1.27152, -3.98556], [-3.00811, -0.35865, -4.57171], [-3.87242, -0.62108, -5.34057], [-2.69362, 0.88501, -4.14861], [-0.89169, -1.25039, -2.14691], [-2.30321, 0.78206, -2.12301], [-1.05014, 1.59649, -3.11545], [-0.25157, -0.59306, -3.91399], [-1.85151, -1.65294, 0.66311], [-1.63929, -2.54798, 1.87537], [-0.64108, -1.84479, 2.59830], [-0.67187, -0.53902, 2.23439], [-0.07364, 0.32180, 2.79569], [-1.46426, -0.36760, 1.16357], [-1.16705, -3.76707, 1.54350], [-1.16846, -1.95181, -0.13417], [-2.87328, -1.60953, 0.30225], [-2.51119, -2.67213, 2.51932], [-6.61426, -1.27892, -3.87903], [-8.09837, -1.06909, -3.63346], [-8.40490, -2.08395, -2.70122], [-7.26462, -2.44874, -2.05170], [-7.22575, -3.13942, -1.09155], [-6.19369, -1.89113, -2.65716], [-8.84252, -1.24809, -4.75008], [-6.46971, -1.97264, -4.70820], [-6.04193, -0.37504, -4.05157], [-8.36271, -0.10278, -3.19916]], "smiles": "NCCCC[Si@@H](F)Cl.O=C1OC[C@@H](F)O1.O=C1OC[C@@H](F)O1.O=C1OC[C@@H](F)O1.O=C1OC[C@@H](F)O1.O=C1OC[C@@H](F)O1.O=C1OC[C@@H](F)O1", "relative_energy_kcal_mol": 0.0, "mol_weight_g_mol": 792.0, "homo_lumo_gap_ev": 9.9, "total_energy_ev": -101056.6267}

***

(2)
{"formula": "C22H29FeN4P", "method": "ωB97M-V/def2-TZVPD", "symbols": ["Fe", "C", "C", "C", "C", "C", "C", "C", "N", "N", "C", "C", "C", "C", "C", "C", "N", "C", "C", "C", "C", "C", "C", "N", "H", "H", "H", "H", "H", "H", "H", "H", "H", "H", "H", "H", "H", "H", "H", "H", "H", "H", "H", "H", "C", "P", "C", "C", "H", "H", "H", "H", "H", "H", "H", "H", "H"], "xyz": [[0.28205, 0.55134, 0.06963], [2.35311, -1.49086, 0.94812], [2.04451, -1.40661, 2.42170], [1.41555, -0.13076, 2.89572], [1.54087, 0.20015, 4.24122], [0.91765, 1.31576, 4.75638], [0.12999, 2.08580, 3.90726], [0.04529, 1.71224, 2.59208], [0.69295, 0.64318, 2.05965], [1.15460, -1.49663, 0.07726], [1.55600, -1.65307, -1.33515], [2.34586, -0.46853, -1.75852], [3.44976, -0.56098, -2.58126], [4.09526, 0.59847, -2.98157], [3.60946, 1.81820, -2.53272], [2.51001, 1.82925, -1.70322], [1.86998, 0.70978, -1.30583], [0.14985, -2.53074, 0.40966], [-1.19161, -1.90406, 0.62559], [-2.25815, -2.61743, 1.14117], [-3.49039, -1.99888, 1.27465], [-3.63140, -0.67527, 0.86818], [-2.52781, -0.02219, 0.37570], [-1.31803, -0.61874, 0.25774], [2.95055, -2.38984, 0.76301], [2.96341, -0.63562, 0.65536], [2.98119, -1.56104, 2.95870], [1.39682, -2.22303, 2.75087], [2.13094, -0.44255, 4.88097], [1.02506, 1.57714, 5.80117], [-0.41504, 2.94574, 4.27053], [-0.58517, 2.26759, 1.91909], [0.64819, -1.71218, -1.94320], [2.11450, -2.58011, -1.49156], [3.79481, -1.53087, -2.91346], [4.96379, 0.55149, -3.62564], [4.08053, 2.74934, -2.81437], [2.13862, 2.76512, -1.33091], [0.43868, -3.11179, 1.28245], [0.07611, -3.24780, -0.41155], [-2.12254, -3.65237, 1.42759], [-4.33111, -2.53984, 1.68936], [-4.58014, -0.16258, 0.93683], [-2.59371, 1.00680, 0.04706], [-0.30294, 3.57789, -2.17518], [-0.37200, 3.12759, -0.42537], [-1.80813, 3.97628, 0.25653], [1.04655, 3.87306, 0.45740], [0.14892, 4.56995, -2.24912], [-1.31889, 3.61945, -2.56906], [0.26743, 2.87567, -2.77726], [-1.62934, 5.04392, 0.09378], [-1.91734, 3.79968, 1.32547], [-2.72588, 3.68953, -0.25524], [1.44469, 4.69759, -0.13805], [1.85050, 3.17195, 0.66958], [0.69090, 4.27622, 1.40485]], "charge": 3, "spin_multiplicity": 2, "mol_weight_g_mol": 436.3, "homo_lumo_gap_ev": [7.2, 8.3], "total_energy_ev": -72895.4071, "s_squared": 1.1701}

***

(3)
{"formula": "C22H29N2", "method": "ωB97M-V/def2-TZVPD", "symbols": ["C", "C", "C", "C", "C", "C", "C", "C", "C", "C", "C", "C", "C", "C", "C", "C", "C", "H", "H", "H", "H", "H", "H", "H", "H", "H", "H", "H", "H", "H", "H", "H", "H", "H", "N", "C", "C", "C", "C", "C", "N", "H", "H", "H", "H", "H", "H", "H", "H", "H", "H", "H", "H"], "xyz": [[-4.24748, -3.27301, 4.16372], [-3.25900, -2.63658, 3.25901], [-1.93251, -2.47214, 3.66912], [-0.99494, -1.85469, 2.84849], [-1.36174, -1.34326, 1.57220], [-0.45603, -0.65033, 0.69368], [-0.71670, -0.64417, -0.68320], [0.03083, -0.15093, -1.73651], [-0.47454, 0.05502, -3.05945], [0.44680, 0.48863, -4.04691], [0.04733, 0.76218, -5.34127], [-1.28654, 0.59888, -5.73349], [-1.66484, 0.93664, -7.14008], [-2.21271, 0.13763, -4.78737], [-1.82757, -0.13790, -3.47680], [-2.69876, -1.60377, 1.15098], [-3.61310, -2.23681, 1.96792], [-5.21887, -3.35408, 3.66781], [-3.92384, -4.27426, 4.48035], [-4.36161, -2.67683, 5.07904], [-1.64038, -2.85374, 4.65081], [0.03852, -1.73802, 3.17446], [0.36281, -0.08752, 1.12970], [-1.61235, -1.13168, -1.05987], [1.06921, 0.13346, -1.57491], [1.49645, 0.58191, -3.76133], [0.77135, 1.12156, -6.07221], [-2.72257, 0.75491, -7.33394], [-1.44471, 1.98656, -7.36178], [-1.07085, 0.35296, -7.85079], [-3.25281, 0.00616, -5.09297], [-2.56077, -0.52041, -2.76529], [-3.04099, -1.23942, 0.18631], [-4.61944, -2.43006, 1.60225], [3.77184, 0.29682, -0.31840], [4.32071, 1.13961, 0.77057], [3.15775, 1.89880, 1.39716], [3.49956, 2.61332, 2.72136], [2.29259, 2.37019, 3.62890], [1.53389, 1.16533, 3.00487], [1.99312, 1.07432, 1.64475], [3.38058, 0.93995, -1.00870], [4.56323, -0.18220, -0.76550], [4.79411, 0.49156, 1.52610], [5.04926, 1.88870, 0.40332], [2.92057, 2.67732, 0.65150], [4.41135, 2.18376, 3.15428], [3.70267, 3.67573, 2.53321], [2.53439, 2.19654, 4.68186], [1.68186, 3.27654, 3.59342], [1.75996, 0.22808, 3.53278], [0.45609, 1.32485, 3.12038], [2.12880, 0.13386, 1.31046]], "charge": 1, "relative_energy_kcal_mol": 41.7, "mol_weight_g_mol": 321.5, "homo_lumo_gap_ev": 5.7, "total_energy_ev": -26257.4121}

***

(4)
{"formula": "C22H29N2O12S", "method": "ωB97M-V/def2-TZVPD", "symbols": ["C", "C", "C", "C", "N", "N", "C", "S", "C", "H", "H", "H", "H", "H", "C", "C", "C", "O", "C", "O", "O", "H", "H", "H", "H", "H", "H", "C", "C", "C", "O", "C", "O", "O", "H", "H", "H", "H", "H", "H", "C", "C", "C", "O", "C", "O", "O", "H", "H", "H", "H", "H", "H", "C", "C", "C", "O", "C", "O", "O", "H", "H", "H", "H", "H", "H"], "xyz": [[0.38061, 0.16948, -0.35954], [-0.78168, 0.40782, -0.50846], [-2.18759, 0.46842, -0.40442], [-2.79806, 1.66224, -0.02357], [-4.10720, 1.67494, 0.11802], [-4.93397, 0.66228, -0.05091], [-4.37258, -0.46709, -0.42120], [-5.41548, -1.87951, -0.67206], [-2.99704, -0.61076, -0.61930], [1.40531, 0.02525, -0.13126], [-2.23726, 2.56208, 0.17402], [-4.54437, 2.54411, 0.40835], [-5.03087, -2.55543, 0.42892], [-2.58422, -1.55389, -0.92880], [1.94000, 5.90382, -2.63016], [2.50064, 4.51635, -2.45848], [1.48088, 3.43240, -2.19795], [2.26000, 2.46488, -1.47446], [3.24733, 3.14230, -0.83010], [3.94626, 2.66219, 0.00201], [3.30915, 4.41569, -1.26621], [2.74232, 6.62428, -2.78109], [1.27634, 5.94035, -3.49380], [1.38709, 6.21130, -1.74177], [3.13587, 4.25431, -3.30908], [1.07148, 2.99242, -3.10418], [0.66630, 3.77134, -1.55253], [1.11732, 1.95994, 5.26539], [0.34005, 1.78601, 3.98746], [1.16416, 1.78750, 2.72117], [0.20737, 2.26148, 1.75046], [-0.69272, 3.02078, 2.41098], [-1.52545, 3.67802, 1.86051], [-0.54338, 2.90629, 3.73935], [0.44584, 1.97606, 6.12254], [1.82236, 1.13937, 5.39384], [1.66527, 2.90240, 5.26049], [-0.28507, 0.88969, 4.04015], [1.53672, 0.80301, 2.44973], [1.99444, 2.49502, 2.75210], [5.06463, 0.48242, -2.00006], [4.92937, -0.02893, -3.41138], [4.46419, -1.46002, -3.53943], [5.01647, -1.84208, -4.80328], [6.13184, -1.08853, -5.00567], [6.92374, -1.27249, -5.86477], [6.20056, -0.09661, -4.07766], [5.43402, 1.50617, -1.99565], [4.10279, 0.46174, -1.49252], [5.77791, -0.11831, -1.43467], [4.28767, 0.63839, -3.99686], [3.38135, -1.56552, -3.55102], [4.88693, -2.10583, -2.76552], [-4.72579, -7.88554, 1.90140], [-4.84247, -6.47950, 2.42843], [-5.73367, -5.55995, 1.62692], [-5.16567, -4.27007, 1.93061], [-3.85111, -4.46370, 2.21223], [-3.06087, -3.57834, 2.30600], [-3.58152, -5.77347, 2.34401], [-4.04318, -8.46914, 2.51713], [-5.69972, -8.37379, 1.90749], [-4.33265, -7.88804, 0.88422], [-5.14104, -6.48959, 3.47960], [-6.77833, -5.59582, 1.92325], [-5.65165, -5.73056, 0.55100]], "charge": 1, "mol_weight_g_mol": 545.5, "homo_lumo_gap_ev": 7.6, "total_energy_ev": -61661.9304}